{"formula": "C4H7NO", "method": "ωB97M-V/def2-TZVPD", "species": ["C", "C", "C", "O", "C", "N", "H", "H", "H", "H", "H", "H", "H"], "positions_angstrom": [[-1.38428, -0.79976, 0.36406], [-0.30622, -0.05208, -0.41757], [0.16033, 1.26532, 0.01751], [1.80902, 0.73952, 0.62607], [1.84810, -0.40852, -0.03268], [0.84578, -0.89028, -0.68031], [-1.65759, -1.70371, -0.19262], [-2.27772, -0.17829, 0.48385], [-1.04238, -1.12390, 1.35200], [-0.80312, 0.47165, -1.28823], [-0.62881, 1.84319, 0.55226], [0.65536, 1.84686, -0.74475], [2.77830, -1.00356, -0.03150]], "e_tot_ha": -286.52593, "gap_ev": 10.25, "e_lumo_ev": 0.8278, "e_above_lowest_kcal_mol": 66.34}



{"formula": "C4H7NO", "method": "ωB97M-V/def2-TZVPD", "species": ["C", "C", "C", "N", "C", "O", "H", "H", "H", "H", "H", "H", "H"], "positions_angstrom": [[-1.70088, -0.28756, 0.44377], [-0.27088, -0.41530, -0.00458], [0.26535, 0.26222, -1.21149], [0.59500, 0.76578, 0.10814], [1.89863, 0.54668, 0.57261], [2.84768, 0.25445, -0.11388], [-1.78448, -0.42354, 1.52688], [-2.32126, -1.04652, -0.04501], [-2.09001, 0.70186, 0.18695], [0.21883, -1.36085, 0.23392], [1.06733, -0.21752, -1.76665], [-0.38952, 0.91665, -1.78267], [1.98288, 0.71065, 1.66019]], "e_tot_ha": -286.56914, "gap_ev": 11.03, "e_lumo_ev": 1.0392, "e_above_lowest_kcal_mol": 39.22}



{"formula": "C4H7NO", "method": "ωB97M-V/def2-TZVPD", "species": ["H", "N", "C", "C", "C", "C", "O", "H", "H", "H", "H", "H", "H"], "positions_angstrom": [[0.12670, 1.87510, 1.74318], [-0.90640, 1.52614, 1.68856], [-0.52104, 0.63740, 0.93185], [-1.05195, -0.49786, 0.15504], [0.15439, -0.97391, -0.65805], [1.09921, 0.22895, -0.68109], [0.97426, 0.79370, 0.59508], [-1.45651, -1.25456, 0.82400], [-1.85984, -0.14842, -0.48823], [0.64287, -1.80270, -0.14321], [-0.12820, -1.30371, -1.65784], [2.14086, -0.03067, -0.86593], [0.78564, 0.95054, -1.44335]], "e_tot_ha": -286.56387, "gap_ev": 10.93, "e_lumo_ev": 0.9691, "e_above_lowest_kcal_mol": 42.53}



{"formula": "C4H7NO", "method": "ωB97M-V/def2-TZVPD", "species": ["O", "C", "C", "C", "C", "N", "H", "H", "H", "H", "H", "H", "H"], "positions_angstrom": [[1.39614, 0.87743, 0.89199], [1.64806, 0.41228, -0.34726], [-0.13625, -0.76390, -0.79811], [-0.97999, -0.54753, 0.44193], [-1.43390, 0.84603, 0.53758], [-1.74650, 1.95954, 0.58353], [1.00074, 1.75839, 0.81091], [2.19869, -0.52763, -0.25615], [0.71069, 0.27462, -1.09220], [0.30763, -1.75593, -0.83957], [-0.69509, -0.56661, -1.71850], [-0.40917, -0.76770, 1.34995], [-1.86106, -1.19899, 0.43590]], "e_tot_ha": -286.45562, "gap_ev": 9.10, "e_lumo_ev": 0.8025, "e_above_lowest_kcal_mol": 110.46}



{"formula": "C4H7NO", "method": "ωB97M-V/def2-TZVPD", "species": ["C", "N", "C", "C", "C", "O", "H", "H", "H", "H", "H", "H", "H"], "positions_angstrom": [[-0.43853, 1.48965, 1.99114], [0.37739, 1.56987, 0.81398], [0.77852, 0.93632, -0.10059], [0.70924, -0.67870, -1.38108], [0.73382, -1.82675, -0.47853], [-0.07664, -1.06663, 0.34854], [-0.74104, 0.44718, 2.12000], [-1.31448, 2.12918, 1.86014], [0.12606, 1.84061, 2.85761], [1.58001, -0.26232, -1.87517], [-0.23155, -0.51303, -1.89450], [0.28716, -2.75795, -0.86702], [1.73669, -2.05344, -0.07988]], "e_tot_ha": -286.40593, "gap_ev": [8.20, 8.21], "e_lumo_ev": [0.0558, 0.0559], "e_above_lowest_kcal_mol": 141.64}



{"formula": "C4H7NO", "method": "ωB97M-V/def2-TZVPD", "species": ["C", "C", "C", "C", "N", "O", "H", "H", "H", "H", "H", "H", "H"], "positions_angstrom": [[-0.61111, 0.33568, -0.22672], [0.39911, 1.12353, -0.33100], [-0.84617, 1.88716, -0.11062], [-1.37492, -0.90693, -0.15818], [3.20520, -0.50371, -0.21552], [2.85271, 0.68170, 0.13971], [-1.29616, 2.43006, -0.93474], [-1.08470, 2.28585, 0.86832], [-1.85128, -0.99167, 0.82082], [-0.71826, -1.76639, -0.29774], [-2.15344, -0.92857, -0.92134], [3.29110, -0.66559, -1.21478], [2.86108, -1.27542, 0.35486]], "e_tot_ha": -286.34122, "gap_ev": [8.83, 8.45], "e_lumo_ev": [0.4358, -0.3845], "e_above_lowest_kcal_mol": 182.24}